Entry 1:
CH3F2NO | ωB97M-V/def2-TZVPD

## Properties
Relative energy (zero: lowest compared OMol25 entry of this formula, charge and spin), kcal/mol: 58.8
Net charge: 0
E, Eh: -369.57634
Frontier orbital gap, eV: 11.202
Multiplicity: 1
E_HOMO, eV: -10.50

CARTESIAN COORDINATES (ANGSTROEM)
1 C 0.54243 -0.06006 -1.26886
2 N 0.02528 0.21649 0.56892
3 O -0.32674 -0.91549 -1.79935
4 F 0.51790 1.12788 -1.88856
5 F 1.80876 -0.41902 -1.36616
6 H 0.35782 1.17752 0.66189
7 H 0.59427 -0.50067 0.93561
8 H -1.01355 -1.39002 -1.36133

***

Entry 2:
CH3F2NS | ωB97M-V/def2-TZVPD

## Properties
Relative energy (zero: lowest compared OMol25 entry of this formula, charge and spin), kcal/mol: 54.0
Net charge: 0
E, Eh: -692.43557
Frontier orbital gap (alpha / beta), eV: 8.534 / 8.529
Multiplicity: 1
E_HOMO (alpha / beta), eV: -9.28 / -9.27

CARTESIAN COORDINATES (ANGSTROEM)
1 C 1.14421 0.00252 0.10989
2 N 0.10491 0.08615 1.04743
3 F -1.86300 -1.15604 -0.65301
4 F -2.00804 1.10882 -0.72147
5 S -1.74796 0.02481 0.52453
6 H 0.97748 -0.70323 -0.70854
7 H 1.99431 -0.35020 0.70551
8 H 1.39808 0.98718 -0.30433

***

Entry 3:
CH3F2O2PS | ωB97M-V/def2-TZVPD

## Properties
Relative energy (zero: lowest compared OMol25 entry of this formula, charge and spin), kcal/mol: 10.0
Net charge: 0
E, Eh: -1129.69035
Frontier orbital gap, eV: 8.711
Multiplicity: 1
E_HOMO, eV: -10.22

CARTESIAN COORDINATES (ANGSTROEM)
1 C 0.94998 0.13309 -0.50309
2 O -1.62825 1.17260 -0.81264
3 O -1.33555 1.50608 1.59666
4 F -0.41207 -2.05736 -0.64747
5 F 1.20981 -1.84825 1.21640
6 P -0.02085 -1.00863 0.55083
7 S -2.08510 0.88296 0.51720
8 H 1.22774 1.00627 0.12908
9 H 1.76130 -0.42619 -0.89491
10 H 0.33301 0.63943 -1.15206

***

Entry 4:
CH3F2OPS | ωB97M-V/def2-TZVPD

## Properties
Relative energy (zero: lowest compared OMol25 entry of this formula, charge and spin), kcal/mol: 90.4
Net charge: 0
E, Eh: -1054.36360
Frontier orbital gap (alpha / beta), eV: 7.482 / 7.481
Multiplicity: 1
E_HOMO (alpha / beta), eV: -10.02 / -10.02

CARTESIAN COORDINATES (ANGSTROEM)
1 C 0.20216 0.12351 0.20171
2 O 1.04987 0.55755 1.12452
3 F 3.76516 2.04213 0.13810
4 F 4.17701 -0.06308 1.16575
5 P 3.29501 0.52014 -0.05611
6 S 3.43904 -0.41085 -1.77230
7 H -0.39352 -0.55335 0.79346
8 H 0.66267 -0.54613 -0.51053
9 H -0.17012 0.81378 -0.48821

***

Entry 5:
CH3F2P | ωB97M-V/def2-TZVPD

## Properties
Relative energy (zero: lowest compared OMol25 entry of this formula, charge and spin), kcal/mol: 14.4
Net charge: 0
E, Eh: -580.92206
Frontier orbital gap, eV: 9.940
SMILES: [H]/P=C/F.F
Multiplicity: 1
E_HOMO, eV: -9.35

CARTESIAN COORDINATES (ANGSTROEM)
1 C 0.10681 1.12538 0.52141
2 F 0.90636 1.95470 -0.17044
3 F 0.49704 -0.12515 -1.69371
4 P -1.49492 1.51967 0.76981
5 H 0.65995 0.27561 0.89398
6 H 0.95286 -0.08416 -2.50777
7 H -1.75110 0.39454 1.55768

***

Entry 6:
CH3F3N2OS | ωB97M-V/def2-TZVPD

## Properties
Relative energy (zero: lowest compared OMol25 entry of this formula, charge and spin), kcal/mol: 63.3
Net charge: 0
E, Eh: -922.25124
Frontier orbital gap (alpha / beta), eV: 7.820 / 7.857
Multiplicity: 1
E_HOMO (alpha / beta), eV: -9.60 / -9.56

CARTESIAN COORDINATES (ANGSTROEM)
1 C -1.60804 0.57546 0.30249
2 N 2.51594 0.48702 -1.16981
3 N 0.66491 -0.68211 0.95734
4 O -0.52492 -1.46101 -1.11344
5 F -1.36135 1.86593 0.55075
6 F -2.63110 0.49137 -0.54160
7 F -1.93291 -0.02103 1.44349
8 S -0.00247 -0.26250 -0.51690
9 H 2.55440 0.81725 -2.13171
10 H 0.83032 -1.67258 1.06978
11 H 1.49522 -0.13780 1.14963

***

Entry 7:
CH3F3OP | ωB97M-V/def2-TZVPD

## Properties
Relative energy (zero: lowest compared OMol25 entry of this formula, charge and spin), kcal/mol: 71.7
Net charge: +1
E, Eh: -755.57008
Frontier orbital gap (alpha / beta), eV: 3.857 / 2.838
Expectation value of S²: 2.01
Multiplicity: 3
E_HOMO (alpha / beta), eV: -10.42 / -15.38

CARTESIAN COORDINATES (ANGSTROEM)
1 C -1.29443 0.73617 0.20054
2 O -0.54727 0.73727 -0.62713
3 F 0.89291 -1.04952 -0.16972
4 F 3.20953 -1.11159 0.21754
5 F 2.20814 0.86890 0.13449
6 P 2.29658 -0.35743 -0.77330
7 H -2.25884 -0.15494 -0.08873
8 H -1.62752 1.10548 1.19420
9 H -2.87911 -0.77434 -0.08787

***

Entry 8:
CH3F3P | ωB97M-V/def2-TZVPD

## Properties
Relative energy (zero: lowest compared OMol25 entry of this formula, charge and spin), kcal/mol: 0.0
Net charge: +1
E, Eh: -680.64436
Frontier orbital gap, eV: 16.081
Multiplicity: 1
E_HOMO, eV: -20.67

CARTESIAN COORDINATES (ANGSTROEM)
1 C 0.12874 0.21783 -0.09060
2 F 2.45412 1.45923 1.16656
3 F 0.66411 2.84742 0.40568
4 F 2.24923 1.67927 -1.25492
5 P 1.31362 1.49652 0.11963
6 H 0.50342 -0.84154 -0.17019
7 H -0.19882 0.45393 -1.13677
8 H -0.78055 0.23436 0.61864